A 16-piece molecular cluster, C16H64N32O16 overall in a non-equilibrium geometry, computed with wB97M-V/def2-TZVPD.

Output
- HOMO energy (eV) = -9.20
- net charge = 0
- maximum force (eV/Å) = 7.491
- spin multiplicity = 1
- HOMO-LUMO gap (eV) = 9.29

Atoms and positions in Å:
C (3.2262, 3.4267, 0.1289)
O (2.5243, 3.4685, 1.1748)
N (2.7217, 3.8128, -1.0090)
N (4.4804, 2.9448, 0.2906)
H (1.7172, 3.8179, -0.8297)
H (3.0818, 3.4863, -1.8746)
H (4.5793, 3.1349, 1.2862)
H (5.2934, 3.1834, -0.2817)
C (1.7616, 1.1726, -4.6477)
O (1.6256, 0.1368, -5.2541)
N (2.3342, 1.1622, -3.4311)
N (1.4398, 2.3195, -5.2157)
H (2.7843, 0.2685, -3.2767)
H (1.9240, 1.6397, -2.6335)
H (1.7554, 3.2364, -4.9188)
H (0.9132, 2.1880, -6.0757)
C (2.1251, 0.4190, 3.0703)
O (2.0836, -0.3399, 4.0483)
N (2.4650, -0.0247, 1.9456)
N (1.7471, 1.6373, 3.2036)
H (2.1329, 0.3384, 1.0803)
H (2.7961, -0.9932, 1.9620)
H (2.0773, 2.4392, 2.6462)
H (1.6401, 1.8469, 4.1975)
C (-1.4797, 4.6255, -2.4238)
O (-2.0642, 4.1365, -1.4736)
N (-1.9229, 5.7324, -3.0399)
N (-0.3688, 4.0091, -2.8869)
H (-2.7928, 6.0467, -2.6114)
H (-1.2260, 6.4653, -3.0180)
H (-0.1724, 3.1608, -2.3706)
H (-0.0830, 4.0637, -3.8546)
C (-0.6426, 4.8948, 2.9535)
O (-1.0893, 4.0767, 2.2798)
N (-1.3384, 5.5876, 3.9098)
N (0.7042, 5.0420, 2.9578)
H (-1.3443, 6.5938, 3.8446)
H (-2.1596, 5.0138, 4.0908)
H (1.0745, 5.9709, 3.1943)
H (1.1918, 4.6452, 2.1808)
C (-1.5770, 2.0426, -6.7826)
O (-0.5127, 1.8239, -7.3841)
N (-1.6952, 3.0705, -5.9410)
N (-2.5852, 1.2482, -7.0098)
H (-2.5813, 3.2626, -5.5123)
H (-0.9856, 3.7341, -6.1599)
H (-3.3544, 1.2436, -6.3324)
H (-2.2561, 0.3890, -7.4285)
C (-1.6015, -1.2091, 7.3530)
O (-0.7738, -1.5425, 8.1274)
N (-1.2885, -0.3575, 6.3406)
N (-2.8859, -1.6143, 7.6004)
H (-2.0844, -0.2408, 5.7123)
H (-0.4114, -0.6240, 5.9254)
H (-2.8582, -1.8315, 8.5967)
H (-3.5595, -1.9514, 6.9442)
C (-3.6550, 0.9425, -3.4686)
O (-3.8925, 1.9543, -4.1477)
N (-2.8813, 1.0407, -2.4484)
N (-4.0746, -0.1475, -4.0050)
H (-2.4986, 1.9841, -2.3785)
H (-2.3365, 0.2646, -2.1074)
H (-4.1683, -1.0017, -3.4773)
H (-4.6812, -0.0820, -4.8049)
C (-1.9135, -2.8548, -3.1732)
O (-3.0729, -2.5293, -2.8709)
N (-1.2657, -1.9799, -3.9089)
N (-1.5282, -4.0879, -2.7801)
H (-1.9984, -1.3122, -4.1756)
H (-0.2897, -1.9504, -4.1741)
H (-2.1768, -4.2880, -2.0337)
H (-0.5397, -4.2560, -2.6184)
C (0.1855, -3.4263, 5.0672)
O (-0.4448, -4.4413, 5.3272)
N (0.5551, -3.1577, 3.7616)
N (0.7385, -2.6693, 6.0198)
H (-0.2514, -3.4319, 3.2207)
H (0.8840, -2.2184, 3.5192)
H (0.5753, -2.9217, 6.9905)
H (1.4748, -1.9805, 5.9660)
C (-3.8965, 1.4661, 2.2242)
O (-4.2314, 0.3129, 1.9665)
N (-3.5933, 2.3524, 1.2775)
N (-3.8040, 1.8727, 3.4668)
H (-3.7986, 1.9337, 0.3804)
H (-3.1738, 3.2623, 1.4043)
H (-3.5181, 2.8070, 3.7066)
H (-4.3493, 1.3600, 4.1630)
C (0.0123, 0.7273, -0.4069)
O (0.7445, 1.5292, -1.0143)
N (-0.5784, 1.2403, 0.7080)
N (0.0340, -0.5153, -0.8273)
H (-1.3544, 0.8000, 1.1491)
H (-0.2206, 2.1873, 0.8900)
H (-0.3554, -1.2556, -0.2471)
H (0.4330, -0.6223, -1.7471)
C (1.3488, -4.8701, -0.0009)
O (0.7796, -5.6602, -0.7796)
N (1.6441, -5.1296, 1.2546)
N (1.8713, -3.7033, -0.3427)
H (1.3132, -6.1053, 1.3786)
H (1.3397, -4.6127, 2.0801)
H (1.3445, -3.3948, -1.1464)
H (2.4119, -3.0406, 0.1752)
C (4.4163, -3.1196, 2.7175)
O (3.7665, -2.6909, 1.7028)
N (4.0975, -2.5989, 3.8346)
N (5.3123, -3.9956, 2.5025)
H (4.4654, -2.9788, 4.6830)
H (3.2481, -2.0723, 3.8293)
H (5.9293, -4.3610, 3.2174)
H (5.7437, -3.8133, 1.5799)
C (2.8087, -2.8627, -4.1295)
O (1.6668, -3.2340, -3.8193)
N (3.6560, -2.6912, -3.1783)
N (3.0899, -2.8521, -5.4688)
H (4.5255, -2.2339, -3.3526)
H (3.5807, -3.4683, -2.5426)
H (3.9392, -2.3814, -5.7799)
H (2.1996, -2.5407, -5.8630)
C (-2.1409, -2.7732, 1.2545)
O (-1.2139, -1.9648, 1.4367)
N (-3.4277, -2.4708, 1.3303)
N (-1.9478, -4.0660, 0.9446)
H (-3.4912, -1.4901, 1.5605)
H (-4.2131, -2.8703, 0.8625)
H (-0.9881, -4.3682, 1.1128)
H (-2.6756, -4.7234, 1.1851)

***

A 16-piece molecular cluster, C16H64O16 overall in a non-equilibrium geometry, computed with wB97M-V/def2-TZVPD.

Output
- HOMO energy (eV) = -9.37
- net charge = 0
- maximum force (eV/Å) = 2.760
- spin multiplicity = 1
- HOMO-LUMO gap (eV) = 9.51

Atoms and positions in Å:
C (-5.8190, 10.3370, -0.0140)
O (-5.7070, 11.7380, -0.3010)
H (-5.8400, 9.7070, -0.9530)
H (-6.6870, 10.1070, 0.5780)
H (-5.0030, 10.0820, 0.6140)
H (-6.4970, 11.9980, -0.8130)
C (-0.1700, 14.6820, 0.4240)
O (-0.5340, 13.3890, 0.7640)
H (-0.7470, 15.4090, 0.9710)
H (-0.3040, 14.9310, -0.6020)
H (0.9200, 14.8320, 0.6730)
H (-1.4430, 13.2230, 0.4430)
C (-0.4600, 10.1120, -0.3740)
O (-0.5380, 9.0830, 0.6060)
H (0.5370, 10.1860, -0.7390)
H (-0.8090, 11.0500, 0.0220)
H (-1.1440, 9.8420, -1.1880)
H (-1.4420, 8.7920, 0.7690)
C (0.6320, 10.7730, 2.9100)
O (0.7300, 9.8070, 3.8930)
H (-0.3700, 10.7770, 2.5140)
H (1.3480, 10.7860, 2.1060)
H (0.7100, 11.7140, 3.4010)
H (0.7210, 8.9690, 3.4240)
C (-6.6600, 14.9040, -0.5540)
O (-5.5850, 15.8580, -0.7180)
H (-6.9480, 14.3140, -1.4470)
H (-7.6040, 15.4260, -0.3500)
H (-6.3930, 14.1360, 0.1530)
H (-5.7780, 16.6650, -1.2340)
C (-2.6160, 8.8700, 3.6700)
O (-3.4320, 9.9110, 4.1490)
H (-1.8010, 9.2920, 3.0810)
H (-3.2180, 8.2200, 3.0200)
H (-2.2580, 8.1610, 4.4010)
H (-3.0110, 10.2540, 5.0130)
C (-1.2420, 10.8910, 5.9180)
O (-2.1210, 9.9810, 6.5980)
H (-0.2710, 10.6430, 6.2220)
H (-1.4800, 11.9290, 6.1540)
H (-1.3360, 10.8590, 4.8780)
H (-1.8950, 10.1130, 7.5340)
C (-1.1540, 13.1360, -2.6770)
O (-1.7920, 14.3340, -2.8140)
H (-1.4150, 12.5740, -3.5410)
H (-1.4540, 12.5620, -1.7830)
H (-0.0870, 13.2990, -2.4970)
H (-2.7510, 14.2330, -2.7310)
C (-3.7830, 13.0430, 5.2160)
O (-4.9000, 13.8620, 4.8480)
H (-3.0240, 13.1420, 4.4520)
H (-4.0470, 12.0050, 5.2970)
H (-3.3320, 13.3440, 6.1300)
H (-5.5420, 14.0000, 5.5780)
C (-4.8050, 14.5940, -3.2870)
O (-4.3130, 14.0290, -2.0920)
H (-5.8600, 14.2690, -3.4250)
H (-4.2200, 14.3620, -4.1910)
H (-4.8040, 15.6880, -3.1940)
H (-4.8620, 14.4470, -1.4560)
C (-6.5400, 11.3010, 3.2120)
O (-6.0860, 9.9530, 3.1440)
H (-6.7250, 11.6780, 2.2320)
H (-5.8360, 11.9220, 3.7090)
H (-7.4770, 11.3050, 3.7500)
H (-5.2160, 9.9070, 3.5440)
C (-3.1300, 11.6830, 1.7410)
O (-3.0860, 12.3350, 0.4800)
H (-3.1030, 10.6220, 1.6090)
H (-4.1240, 11.8260, 2.2780)
H (-2.3030, 11.8730, 2.4440)
H (-4.0230, 12.3280, 0.2410)
C (-3.2590, 7.8250, -0.7450)
O (-3.1010, 7.8900, 0.6220)
H (-3.9560, 8.5710, -1.1180)
H (-3.6400, 6.8390, -0.9630)
H (-2.2820, 7.9290, -1.2770)
H (-3.9400, 7.5680, 0.9940)
C (-0.5000, 14.3270, 3.6900)
O (-0.5580, 14.1390, 5.0900)
H (0.4810, 14.7400, 3.3810)
H (-1.1970, 15.0240, 3.3170)
H (-0.6450, 13.3830, 3.1880)
H (-0.2340, 14.9170, 5.5710)
C (-3.4460, 10.7720, -2.5870)
O (-4.1110, 9.7760, -3.2500)
H (-2.3640, 10.6370, -2.7160)
H (-3.5990, 10.7990, -1.5030)
H (-3.7820, 11.7100, -3.0290)
H (-4.0120, 9.9560, -4.2140)
C (-3.7650, 15.0330, 1.7780)
O (-4.4620, 16.2850, 1.8350)
H (-4.4130, 14.2490, 1.3400)
H (-3.4710, 14.8180, 2.7840)
H (-2.8410, 15.0360, 1.2300)
H (-4.7950, 16.4420, 0.9740)